Record 1
109
Properties=species:S:1:pos:R:3:forces:R:3:lowdin_charge:R:1 method="wB97M-V/def2-TZVPD" homo_energy_ev="-8.49 / -8.49" multiplicity=6 charge=+1 homo_lumo_gap_ev="5.99 / 6.07" e_tot_ev=-205426.1834
Dy 0.5417 -13.6085 15.5691 0.0 0.1 0.9 0.97
S 1.9213 -12.1882 13.5022 -0.7 -0.4 0.4 0.57
C 0.6653 -12.0410 12.2757 -0.2 0.0 -0.4 -0.68
C 1.0307 -11.2605 11.1459 -0.5 0.0 0.2 -0.14
C 0.1402 -11.0181 10.1063 0.2 0.2 -0.1 -0.07
C -1.1548 -11.5724 10.1451 0.1 0.3 -0.6 -0.09
C -1.5289 -12.3753 11.2055 -0.3 0.2 0.0 -0.13
C -0.6465 -12.5992 12.2662 0.4 0.1 0.0 -0.54
S -1.3378 -13.7281 13.4826 0.6 0.0 -0.3 0.86
C -0.7168 -15.3137 12.7494 -0.7 0.4 0.8 -0.33
C 0.7644 -15.3149 12.6814 0.8 0.1 0.0 -0.35
C 1.4295 -15.2916 11.4563 0.0 -0.1 -0.2 0.00
C 2.8192 -15.3575 11.4706 0.7 0.2 0.3 -0.02
C 3.4807 -15.5076 12.6894 0.2 -0.1 -0.3 -0.02
C 2.7443 -15.5283 13.8813 -0.2 0.3 -1.3 -0.35
C 3.5376 -15.7629 15.1243 -0.5 0.2 0.6 -0.34
S 2.7621 -15.1075 16.6548 -0.3 -0.6 -0.3 0.87
C 2.0566 -16.6386 17.2581 -0.3 0.1 0.2 -0.55
C 2.9702 -17.3963 17.9758 0.4 -0.7 0.9 -0.14
C 2.5981 -18.6040 18.5806 0.2 0.1 0.1 -0.08
C 1.3148 -19.1075 18.3408 -0.4 0.1 -0.4 -0.08
C 0.4441 -18.3907 17.5196 0.2 0.1 0.3 -0.13
C 0.7346 -17.0821 17.0588 -0.1 -0.1 -0.1 -0.68
S -0.5942 -16.1411 16.4129 0.4 0.0 -0.9 0.45
N 1.4125 -15.3204 13.8870 0.6 -0.5 -0.8 -0.02
H 2.0328 -10.8196 11.1468 -0.4 -0.2 -0.1 0.10
H 0.4853 -10.3714 9.2649 -0.5 -0.7 0.7 0.12
H -1.8646 -11.3756 9.3363 0.3 -0.1 0.3 0.11
H -2.5337 -12.8327 11.2636 0.7 0.4 -0.2 0.11
H -1.2325 -15.4397 11.7951 0.3 0.0 0.1 0.10
H -1.0488 -16.0548 13.4818 0.0 -0.1 -0.2 0.06
H 0.9121 -15.1842 10.4792 0.1 -0.2 1.0 0.14
H 3.4080 -15.2517 10.5487 -0.4 -0.2 0.4 0.13
H 4.5872 -15.5780 12.7373 -0.9 0.0 -0.1 0.14
H 4.4929 -15.2732 15.0544 0.4 0.2 -0.2 0.08
H 3.7350 -16.8412 15.2409 -0.2 0.4 0.2 0.12
H 3.9885 -16.9991 18.1046 -0.5 -0.3 0.1 0.11
H 3.2923 -19.1365 19.2419 -0.2 0.3 -0.4 0.11
H 0.9417 -20.0528 18.7744 0.5 0.6 -0.3 0.12
H -0.5135 -18.8168 17.2314 0.0 0.2 0.3 0.10
C -2.7826 -14.2088 21.4152 -0.1 0.7 -0.6 -0.22
Si -1.9475 -15.2520 20.0848 -0.1 -0.2 0.0 0.30
C -0.8001 -16.4819 20.9311 0.7 0.4 -0.3 -0.20
C -3.2166 -16.2738 19.1533 0.2 0.6 -0.7 -0.21
As -0.8187 -13.6874 18.6437 0.9 -0.2 -0.8 0.71
Si -2.8761 -12.7272 17.3971 -0.2 0.4 2.1 0.40
C -3.6652 -12.1080 18.9985 -0.1 0.7 -0.6 -0.25
C -3.9658 -14.0120 16.6082 0.5 -0.8 -0.2 -0.20
C -2.8027 -11.3017 16.1982 1.2 0.1 0.6 -0.19
Si 1.3340 -13.2083 19.9475 -1.0 0.8 0.0 0.37
C 2.6502 -12.1416 19.1457 -0.8 0.1 -1.4 -0.20
C 2.2191 -14.7049 20.6177 -0.3 -0.9 -0.6 -0.19
C 0.5967 -12.2480 21.3582 0.2 0.3 0.2 -0.24
H -2.3721 -14.4198 22.3855 0.0 -0.4 0.6 0.02
H -3.8745 -14.3199 21.4029 0.2 -0.1 0.2 0.04
H -2.5805 -13.1424 21.2480 -0.1 -0.3 0.0 0.00
H -1.3856 -17.2356 21.4487 -0.3 0.0 0.1 0.04
H -0.1621 -15.9831 21.6683 -0.1 -0.1 0.0 0.02
H -0.1363 -17.0168 20.2363 -0.2 0.2 0.0 0.02
H -3.3656 -17.2417 19.6083 0.0 -0.3 0.3 0.03
H -2.8564 -16.4357 18.1295 -0.1 -0.1 0.2 -0.02
H -4.1789 -15.7672 19.0868 -0.1 0.0 0.0 0.02
H -4.2727 -12.8529 19.4973 -0.2 -0.1 0.0 0.02
H -4.2878 -11.2450 18.7296 -0.2 -0.1 0.1 0.04
H -2.9209 -11.7475 19.7008 0.1 0.0 0.0 -0.01
H -4.7452 -14.3753 17.2782 0.1 0.1 0.1 0.03
H -3.3393 -14.8763 16.3500 -0.3 -0.1 -0.2 0.00
H -4.4561 -13.6495 15.6992 0.2 0.1 0.1 0.04
H -2.3389 -10.4299 16.6746 0.1 -0.1 -0.2 0.02
H -3.7909 -11.0151 15.8747 -0.5 -0.2 -0.1 0.05
H -2.2199 -11.5996 15.3363 0.1 0.2 -0.4 -0.03
H 2.7448 -12.2727 18.0513 -0.1 0.1 0.4 0.00
H 3.5988 -12.4040 19.5645 0.6 -0.2 0.4 0.03
H 2.4644 -11.0847 19.3265 -0.1 0.1 0.0 0.02
H 3.2851 -14.6805 20.3705 -0.2 0.1 -0.1 0.04
H 1.8089 -15.6404 20.2224 0.2 0.0 0.0 0.01
H 2.1277 -14.7846 21.6944 -0.1 0.2 0.3 0.04
H -0.1494 -11.5325 21.0208 -0.1 -0.1 0.0 0.00
H 1.3700 -11.6911 21.8828 0.2 0.1 0.2 0.04
H 0.1536 -12.9169 22.0850 -0.3 -0.2 0.1 0.03
C -0.4889 -9.7712 18.9311 -0.1 -0.4 -0.4 -0.11
N -0.1980 -9.1661 17.6182 -0.3 0.4 -0.2 -0.30
C -0.9424 -7.8851 17.4036 0.2 -1.1 -0.5 -0.07
P 0.7774 -9.8401 16.4496 0.4 -0.2 -0.1 0.61
O 0.5521 -11.3673 16.3480 0.2 0.9 0.1 -0.53
N 0.4362 -9.0643 15.0140 0.7 0.2 0.2 -0.29
C -0.6680 -9.4289 14.1036 0.6 0.2 0.2 -0.08
C 1.2449 -7.8821 14.5811 -0.4 -0.5 0.5 -0.07
N 2.3660 -9.4275 16.8479 -0.7 -0.3 0.2 -0.30
C 3.5238 -9.9630 16.0906 -0.7 -0.1 0.6 -0.09
C 2.7462 -8.4974 17.9442 -0.3 -0.3 -0.7 -0.09
H -1.5384 -9.5189 19.1655 0.4 -0.2 0.1 0.09
H 0.1654 -9.4259 19.7480 -0.2 0.2 -0.3 0.09
H -0.4059 -10.8709 18.8850 0.0 0.4 -0.1 0.01
H -2.0040 -8.0956 17.5858 0.1 0.2 0.0 0.08
H -0.8464 -7.5513 16.3605 0.1 -0.1 0.5 0.07
H -0.6046 -7.1179 18.0887 0.1 0.2 0.1 0.08
H -0.8930 -10.4810 14.2359 0.0 0.0 -0.1 0.04
H -0.3430 -9.2650 13.0641 -0.1 -0.1 0.3 0.09
H -1.5748 -8.8366 14.2865 0.1 0.0 0.0 0.09
H 1.8685 -7.5119 15.4196 -0.4 -0.2 -0.6 0.08
H 0.5516 -7.0895 14.2767 0.2 0.0 0.1 0.09
H 1.8830 -8.1423 13.7258 -0.1 0.0 0.2 0.09
H 3.2063 -10.4499 15.1676 -0.1 0.1 0.0 0.02
H 4.0428 -10.7025 16.7124 0.1 0.1 -0.1 0.08
H 4.1992 -9.1417 15.8700 0.1 0.1 -0.2 0.09
H 1.9014 -8.2225 18.5660 -0.2 -0.2 -0.1 0.06
H 3.1403 -7.5695 17.5243 0.1 0.0 -0.1 0.08
H 3.5122 -8.9243 18.5939 0.0 -0.2 -0.1 0.08

Record 2
55
Properties=species:S:1:pos:R:3:forces:R:3:lowdin_charge:R:1 method="wB97M-V/def2-TZVPD" homo_energy_ev=-7.31 charge=0 homo_lumo_gap_ev=6.16 e_tot_ev=-169260.5421 de_lowest_kj_mol=23.3
Pt -0.3697 -1.1859 -0.4457 0.2 0.0 -0.2 1.14
O 6.2016 -0.1026 -2.1205 0.0 0.0 0.0 -0.05
C 5.8499 -0.5030 -0.8116 0.0 0.0 0.0 -0.20
C 4.3661 -0.7304 -0.7453 0.0 0.0 0.0 -0.16
C 3.8137 -1.4668 0.2960 0.0 0.0 0.0 0.01
C 2.4457 -1.6246 0.3648 0.0 0.0 0.0 -0.07
N 1.6360 -1.0966 -0.5556 0.0 0.2 0.1 -0.07
C 2.1529 -0.3941 -1.5823 0.1 -0.1 0.1 -0.17
C 3.5176 -0.1913 -1.7000 0.0 -0.1 0.0 0.07
C 1.1443 0.1024 -2.5294 -0.1 0.0 -0.2 -0.17
C 1.4305 0.7610 -3.7136 0.0 0.0 0.0 0.07
C 0.3877 1.1363 -4.5463 0.0 0.0 0.0 -0.16
C 0.6452 1.8331 -5.8520 0.0 0.0 0.0 -0.20
O 1.9929 2.2535 -5.9016 0.0 0.0 0.0 -0.05
C -0.9130 0.8318 -4.1615 0.0 0.0 0.0 0.01
C -1.1330 0.1759 -2.9692 0.0 0.0 0.0 -0.06
N -0.1234 -0.1743 -2.1708 0.0 0.1 0.2 -0.07
H 7.1550 0.0017 -2.1710 0.0 0.0 0.0 0.10
H 6.1102 0.2742 -0.0822 0.0 0.0 0.0 0.14
H 6.3667 -1.4224 -0.5182 0.0 0.0 0.0 0.13
H 4.4357 -1.9208 1.0558 0.0 0.0 0.0 0.13
H 1.9535 -2.1848 1.1494 0.0 0.0 0.0 0.13
H 3.9325 0.3726 -2.5213 0.0 0.0 0.0 0.12
H 2.4461 0.9883 -3.9983 0.0 0.0 0.0 0.12
H -0.0431 2.6801 -5.9437 0.0 0.0 0.0 0.13
H 0.4215 1.1328 -6.6660 0.0 0.0 0.0 0.14
H 2.1490 2.7074 -6.7332 0.0 0.0 0.0 0.10
H -1.7591 1.0987 -4.7807 0.0 0.0 0.0 0.13
H -2.1205 -0.0869 -2.6128 0.0 0.0 0.0 0.13
C -4.2790 1.2512 4.8501 0.0 0.0 0.0 -0.23
Ge -3.2795 0.3943 3.3841 -0.2 0.1 0.0 0.77
C -4.5758 -0.2406 2.0711 0.0 0.1 0.0 -0.21
C -2.2059 -1.0254 4.1812 0.0 0.0 0.1 -0.21
C -2.2468 1.9082 2.6166 0.0 -0.1 0.1 -0.63
Se -0.6146 1.5649 1.6151 0.0 0.1 -0.1 0.82
C 0.4366 0.6298 2.9475 0.1 -0.1 0.0 -0.43
H -4.9720 0.5464 5.3111 0.0 0.0 0.0 0.02
H -4.8553 2.1014 4.4816 0.0 0.0 0.0 0.01
H -3.5964 1.6106 5.6217 0.0 0.0 0.0 0.01
H -5.2043 -1.0102 2.5194 0.0 0.0 0.0 0.03
H -4.0972 -0.6594 1.1883 0.0 0.1 0.1 -0.01
H -5.2137 0.5960 1.7761 0.0 0.0 0.0 0.02
H -2.8774 -1.8215 4.5018 0.0 0.0 0.0 0.03
H -1.6847 -0.6361 5.0589 0.0 0.0 0.0 0.02
H -1.4923 -1.4596 3.4876 -0.1 -0.1 -0.1 -0.02
H -2.0370 2.6435 3.3955 0.1 0.0 0.0 0.01
H -2.8918 2.4066 1.8892 0.0 0.0 0.0 0.00
H 0.0296 -0.3564 3.1507 0.1 0.1 0.0 -0.02
H 0.5023 1.2162 3.8618 0.0 0.0 0.0 0.03
H 1.4358 0.5258 2.5249 0.0 0.0 0.0 0.00
O -3.1451 -2.9776 1.5285 0.0 0.0 0.1 -0.29
S -2.1503 -2.7993 0.5207 0.4 0.4 -0.1 0.32
O -0.7761 -2.3522 1.1478 0.0 -0.5 0.0 -0.52
O -1.9511 -3.8766 -0.4132 -0.1 0.1 0.2 -0.33
O -2.3506 -1.4449 -0.2515 -0.3 -0.4 -0.3 -0.52

Record 3
72
Properties=species:S:1:pos:R:3:forces:R:3:lowdin_charge:R:1 method="wB97M-V/def2-TZVPD" homo_energy_ev=-10.89 charge=+1 homo_lumo_gap_ev=8.43 e_tot_ev=-35186.8898 de_lowest_kj_mol=50.2
Y 0.1730 0.7757 -0.8595 0.7 0.7 0.1 1.67
C -2.0469 0.2520 0.4461 0.0 -0.1 -0.1 -0.09
C -1.9496 -0.7552 -0.5581 0.0 0.0 -0.2 -0.19
C -0.7989 -1.5551 -0.2279 0.1 0.1 0.0 -0.21
C -0.2784 -1.0207 0.9888 0.0 0.0 0.0 -0.11
C -1.0466 0.0741 1.4231 0.0 0.0 0.0 -0.27
C -1.0429 0.7008 2.8076 0.0 0.0 0.0 -0.55
C -1.8800 -0.2324 3.7007 0.0 0.0 0.0 -0.03
C 0.3587 0.8032 3.4138 0.0 0.0 0.0 -0.04
C -1.6942 2.0851 2.8024 0.0 0.0 0.0 -0.04
C -0.1846 -2.8475 -0.7858 0.0 0.0 -0.1 -0.53
C 1.3422 -2.8364 -0.5710 0.0 0.0 0.0 -0.06
C -0.3839 -3.0824 -2.2856 0.1 -0.2 0.1 -0.05
C -0.7739 -4.0314 -0.0036 0.0 -0.1 0.0 -0.03
C -3.0526 -0.9479 -1.6114 0.0 0.0 0.0 -0.53
C -4.1470 0.1200 -1.4621 0.1 0.0 0.0 -0.06
C -3.7475 -2.2965 -1.3676 0.0 0.0 0.0 -0.03
C -2.5440 -0.8503 -3.0536 0.1 0.0 -0.1 -0.04
H -2.8259 0.9942 0.4990 -0.1 0.0 0.0 0.11
H 0.5535 -1.4372 1.5357 0.0 0.0 0.0 0.11
H -1.4221 -1.2208 3.7717 0.0 0.0 0.0 0.09
H -2.8851 -0.3544 3.2943 0.0 0.0 0.0 0.09
H -1.9647 0.1806 4.7082 0.0 0.0 0.0 0.09
H 0.9069 -0.1381 3.3415 0.0 0.0 0.0 0.08
H 0.2815 1.0594 4.4719 0.0 0.0 0.0 0.09
H 0.9503 1.5843 2.9335 0.0 0.0 0.0 0.06
H -2.7416 2.0331 2.5020 0.0 0.0 0.0 0.09
H -1.1795 2.7730 2.1296 0.0 0.0 0.0 0.07
H -1.6700 2.5077 3.8088 0.0 0.0 0.0 0.09
H 1.8027 -1.9673 -1.0590 0.0 0.0 0.0 0.06
H 1.7818 -3.7273 -1.0218 0.0 0.0 0.0 0.09
H 1.6215 -2.8364 0.4827 0.0 0.0 0.0 0.07
H 0.0698 -2.2850 -2.8780 0.0 -0.1 0.1 0.06
H -1.4243 -3.1742 -2.5778 0.0 -0.1 0.1 0.06
H 0.1101 -4.0152 -2.5630 0.0 0.0 0.0 0.10
H -0.5809 -3.9241 1.0649 0.0 0.0 0.0 0.09
H -0.3287 -4.9700 -0.3408 0.0 0.0 0.0 0.09
H -1.8537 -4.0999 -0.1434 0.1 0.0 0.0 0.08
H -4.6286 0.0780 -0.4847 0.0 0.0 0.0 0.09
H -4.9136 -0.0549 -2.2182 0.0 0.0 0.0 0.09
H -3.7642 1.1310 -1.6178 0.0 0.0 0.0 0.09
H -4.1397 -2.3382 -0.3496 0.0 0.0 0.0 0.10
H -3.0927 -3.1518 -1.5033 0.1 0.0 0.0 0.05
H -4.5857 -2.4105 -2.0577 0.0 0.0 0.0 0.09
H -2.2212 0.1703 -3.2728 0.0 0.0 0.0 0.07
H -3.3520 -1.0873 -3.7487 0.0 0.0 0.0 0.10
H -1.7132 -1.5208 -3.2657 -0.3 0.3 0.0 0.04
C 2.1261 0.6212 -2.7620 -0.2 -0.1 0.0 -0.19
C 0.8689 0.4531 -3.3845 -0.1 -0.2 0.0 -0.21
C 0.1869 1.6920 -3.3330 -0.1 0.0 0.0 -0.21
C 1.0280 2.6242 -2.6868 -0.1 -0.1 0.0 -0.18
C 2.2231 1.9657 -2.3440 -0.2 -0.1 0.0 -0.18
H 2.9016 -0.1274 -2.6853 0.0 0.0 0.0 0.10
H 0.5133 -0.4400 -3.8750 0.0 0.0 0.0 0.09
H -0.7744 1.9075 -3.7744 0.0 0.0 0.0 0.10
H 0.7999 3.6637 -2.5060 0.0 0.0 0.0 0.11
H 3.0851 2.4199 -1.8765 0.0 0.0 0.0 0.10
C 5.0684 2.7736 2.1738 0.0 0.0 0.0 0.00
N 3.7827 2.4638 1.5757 0.0 0.0 0.0 -0.07
C 2.7030 3.4206 1.3894 0.0 0.0 0.0 0.00
C 1.6755 2.5395 0.7232 -0.1 -0.1 0.0 -0.50
O 0.5543 2.8597 0.3234 0.0 -0.1 0.0 -0.02
N 2.1564 1.2835 0.5708 -0.1 0.0 0.0 0.10
C 3.4053 1.2900 1.0621 0.0 -0.1 0.0 -0.38
N 4.1771 0.2105 1.0367 0.0 0.0 0.0 0.25
H 4.9484 3.6319 2.8300 0.0 0.0 0.0 0.10
H 5.8195 3.0088 1.4187 0.0 0.0 0.0 0.10
H 5.4090 1.9424 2.7913 0.0 0.0 0.0 0.10
H 2.9847 4.2490 0.7361 0.0 0.0 0.0 0.16
H 2.3323 3.8147 2.3374 0.0 0.0 0.0 0.15
H 3.8067 -0.6420 0.6517 0.0 0.0 0.0 0.12
H 5.1245 0.2208 1.3697 0.0 0.0 0.0 0.12

Record 4
4
Properties=species:S:1:pos:R:3:forces:R:3:lowdin_charge:R:1 method="wB97M-V/def2-TZVPD" homo_energy_ev="-11.74 / -11.66" multiplicity=2 charge=0 homo_lumo_gap_ev="9.84 / 5.10" e_tot_ev=-66373.0680
Zn -16.7637 38.3340 7.2039 0.1 -3.4 1.7 0.75
F -15.7531 37.8593 8.8591 -1.0 1.3 -1.7 -0.49
F -17.2341 36.5417 6.6129 0.4 2.4 0.1 -0.56
Cl -18.4743 39.9301 7.9198 0.6 -0.3 -0.1 0.30